{
  "formula": "C14H18BN7O2Sn",
  "method": "ωB97M-V/def2-TZVPD",
  "total_charge": 2,
  "relative_energy_kcal_mol": 21.4,
  "orbital_gap_ev": [3.3, 5.4],
  "species": ["H", "N", "B", "N", "C", "Sn", "H", "C", "H", "C", "H", "C", "H", "H", "H", "N", "N", "N", "N", "C", "C", "H", "H", "C", "C", "C", "C", "H", "H", "H", "H", "H", "O", "C", "C", "C", "C", "O", "N", "H", "H", "H", "H"],
  "positions_angstrom": [[-2.95826, -1.63345, -0.83006], [-0.82748, -1.33115, -0.86166], [1.78218, -1.42477, -1.60833], [0.21774, -1.89419, -1.58757], [-0.34269, -2.74036, -2.49229], [-1.28039, 0.56124, 0.45911], [0.27934, -3.22701, -3.23048], [-1.72207, -2.80986, -2.29322], [-2.45221, -3.41507, -2.80787], [-1.99873, -1.91540, -1.25242], [2.16849, -1.67405, -2.73731], [1.54103, 1.17000, 4.76369], [1.32301, 2.20547, 5.07327], [0.99691, 0.93742, 3.83067], [2.62512, 1.05578, 4.60014], [2.96763, -2.19421, -0.73171], [1.62752, 0.15218, -1.48832], [3.03545, -1.87520, 0.62479], [0.70027, 0.89349, -0.77476], [3.94162, -3.14990, -0.95807], [2.32789, 1.01808, -2.26550], [4.22614, -3.54433, -1.91648], [3.04033, 0.64471, -2.98178], [4.51258, -3.53714, 0.27695], [1.91291, 2.31591, -2.00554], [3.84534, -2.75229, 1.23404], [0.88961, 2.20759, -1.06817], [5.27623, -4.28356, 0.45827], [2.27209, 3.24081, -2.42935], [3.94444, -2.84388, 2.30564], [0.26143, 2.96668, -0.61870], [1.23239, 0.50338, 5.53166], [-4.17690, -0.18862, 0.49976], [-4.12696, 1.02718, 0.34270], [-5.05271, 2.09957, 0.91847], [-4.25247, 3.40366, 0.85199], [-2.87100, 2.94237, 0.37402], [-1.75457, 3.43683, 0.61094], [-3.00972, 1.66994, -0.20179], [-6.00235, 2.26697, 0.38613], [-5.22912, 1.76920, 1.95511], [-4.80887, 4.10548, 0.19482], [-4.08118, 3.84049, 1.84924]]
}